{
  "formula": "C36H58Cl9N6O4",
  "method": "ωB97M-V/def2-TZVPD",
  "homo_lumo_gap_ev": 3.1,
  "homo_energy_ev": -9.3,
  "total_charge": 1,
  "elements": ["C", "N", "C", "C", "C", "C", "C", "C", "C", "C", "N", "C", "C", "C", "H", "H", "H", "H", "H", "H", "H", "H", "H", "H", "H", "H", "H", "H", "Cl", "O", "O", "O", "O", "Cl", "C", "C", "Cl", "H", "H", "H", "H", "Cl", "C", "C", "Cl", "H", "H", "H", "H", "Cl", "C", "C", "Cl", "H", "H", "H", "H", "Cl", "C", "C", "Cl", "H", "H", "H", "H", "C", "C", "C", "C", "N", "H", "H", "H", "H", "H", "H", "H", "C", "C", "C", "C", "N", "H", "H", "H", "H", "H", "H", "H", "C", "C", "C", "C", "N", "H", "H", "H", "H", "H", "H", "H", "C", "C", "C", "C", "N", "H", "H", "H", "H", "H", "H", "H"],
  "positions_angstrom": [[-5.65, -4.64, -2.86], [-4.51, -4.10, -3.57], [-3.96, -4.68, -4.66], [-2.91, -4.06, -5.38], [-2.48, -2.77, -4.93], [-3.00, -2.21, -3.74], [-4.01, -2.92, -3.04], [-1.59, -1.97, -5.78], [-1.80, -1.84, -7.17], [-0.84, -1.26, -8.00], [0.19, -0.61, -7.49], [0.49, -0.65, -6.18], [-0.45, -1.31, -5.30], [1.20, 0.15, -8.37], [-5.29, -5.34, -2.11], [-6.37, -5.12, -3.52], [-6.20, -3.88, -2.31], [-4.39, -5.64, -4.92], [-2.45, -4.58, -6.21], [-2.71, -1.24, -3.36], [-4.44, -2.54, -2.12], [-2.63, -2.29, -7.69], [-1.01, -1.25, -9.07], [1.39, -0.13, -5.89], [-0.32, -1.31, -4.22], [0.65, 0.23, -9.31], [2.10, -0.45, -8.48], [1.37, 1.19, -8.09], [0.16, 0.85, 0.94], [1.03, 1.63, 1.83], [-1.08, 0.71, 1.59], [-0.05, 1.74, -0.17], [0.73, -0.41, 0.49], [2.72, -7.68, -3.38], [2.20, -5.93, -3.34], [3.34, -5.10, -2.83], [4.61, -4.85, -4.02], [1.41, -5.81, -2.60], [1.77, -5.68, -4.31], [3.78, -5.47, -1.91], [2.90, -4.20, -2.40], [-0.77, 0.36, 8.57], [-2.33, 0.60, 7.86], [-2.97, -0.65, 7.29], [-3.01, -2.00, 8.43], [-2.33, 1.28, 7.01], [-2.88, 0.99, 8.72], [-2.46, -1.00, 6.39], [-3.97, -0.29, 7.02], [-0.86, 5.71, -4.95], [-0.02, 6.86, -3.89], [1.07, 7.57, -4.71], [2.29, 6.32, -5.30], [0.26, 6.43, -2.92], [-0.70, 7.62, -3.52], [1.48, 8.34, -4.05], [0.75, 8.13, -5.58], [-5.97, 5.91, 0.16], [-5.23, 5.03, -1.25], [-5.12, 3.52, -1.17], [-6.56, 2.52, -1.71], [-4.27, 5.51, -1.44], [-5.79, 5.28, -2.15], [-5.01, 3.33, -0.10], [-4.24, 3.30, -1.77], [3.38, -2.87, 6.77], [2.89, -2.39, 5.44], [4.05, -2.37, 4.54], [4.69, -3.68, 4.14], [5.21, -4.62, 3.90], [2.42, -3.09, 7.23], [3.93, -2.12, 7.35], [3.84, -3.86, 6.73], [2.45, -1.39, 5.50], [2.09, -3.00, 5.02], [4.87, -1.70, 4.82], [3.76, -1.96, 3.57], [-1.45, -8.57, 3.98], [-0.41, -7.54, 3.63], [-0.79, -6.59, 2.57], [-2.06, -5.85, 2.80], [-3.04, -5.32, 3.10], [-1.64, -9.26, 3.16], [-2.31, -7.93, 4.17], [-1.28, -9.03, 4.96], [0.46, -8.03, 3.22], [-0.11, -6.92, 4.48], [-0.89, -7.17, 1.65], [-0.11, -5.76, 2.41], [8.04, 4.73, -0.52], [6.67, 5.15, -0.96], [5.42, 4.32, -0.53], [5.31, 3.14, -1.43], [5.21, 2.22, -2.14], [8.83, 5.46, -0.67], [8.24, 3.76, -0.98], [8.07, 4.64, 0.57], [6.68, 5.46, -2.00], [6.55, 6.11, -0.45], [4.55, 4.98, -0.64], [5.56, 4.07, 0.52], [-0.65, 6.67, 6.35], [-0.74, 6.14, 4.92], [-1.80, 6.71, 4.07], [-1.96, 8.19, 4.13], [-2.10, 9.33, 4.18], [-0.20, 6.05, 7.12], [-1.64, 6.92, 6.74], [-0.14, 7.62, 6.49], [-0.84, 5.06, 4.97], [0.28, 6.33, 4.59], [-2.75, 6.34, 4.44], [-1.78, 6.40, 3.03]]
}

***

{
  "formula": "ClH2NP2",
  "method": "ωB97M-V/def2-TZVPD",
  "homo_lumo_gap_ev": [8.0, 8.0],
  "homo_energy_ev": [-9.6, -9.6],
  "e_above_lowest_kcal_mol": 74.93,
  "total_charge": 0,
  "elements": ["N", "P", "P", "Cl", "H", "H"],
  "positions_angstrom": [[-1.10, 0.62, 0.01], [-0.71, -0.90, -0.04], [1.41, -0.44, -0.39], [-3.29, 0.76, -0.02], [2.02, -0.92, 0.69], [1.68, 0.89, -0.25]]
}

***

{
  "formula": "IO2V",
  "method": "ωB97M-V/def2-TZVPD",
  "homo_lumo_gap_ev": 4.8,
  "homo_energy_ev": -8.3,
  "e_above_lowest_kcal_mol": 82.01,
  "total_charge": 0,
  "elements": ["O", "V", "O", "I"],
  "positions_angstrom": [[0.08, 1.66, -0.52], [-0.62, 0.85, 0.69], [-1.41, -0.39, 0.21], [1.96, -2.12, -0.38]]
}

***

{
  "formula": "C16H31IN4O2Rh",
  "method": "ωB97M-V/def2-TZVPD",
  "homo_lumo_gap_ev": [4.9, 4.9],
  "homo_energy_ev": [-17.3, -17.3],
  "e_above_lowest_kcal_mol": 23.49,
  "total_charge": 3,
  "elements": ["Rh", "O", "C", "C", "C", "C", "C", "C", "C", "C", "N", "H", "H", "H", "H", "H", "H", "H", "H", "H", "H", "H", "C", "N", "C", "C", "C", "N", "C", "C", "H", "H", "H", "H", "H", "H", "H", "H", "H", "H", "H", "H", "H", "H", "H", "H", "N", "C", "O", "C", "I", "H", "H", "H", "H"],
  "positions_angstrom": [[-0.12, -0.10, -0.08], [2.17, -0.08, 0.49], [2.93, 1.16, 0.50], [3.19, 1.68, -0.90], [1.90, 1.78, -1.71], [0.87, 2.62, -1.03], [0.94, 4.01, -1.02], [-0.07, 4.75, -0.43], [-1.15, 4.09, 0.15], [-1.16, 2.72, 0.14], [-0.17, 2.00, -0.43], [2.68, -0.74, -0.01], [3.88, 1.00, 1.03], [2.34, 1.87, 1.09], [3.88, 1.02, -1.43], [3.68, 2.65, -0.81], [1.48, 0.78, -1.87], [2.13, 2.20, -2.69], [1.78, 4.49, -1.50], [-0.03, 5.83, -0.43], [-1.97, 4.63, 0.59], [-1.97, 2.17, 0.58], [-2.29, -2.48, -0.30], [-2.23, -1.02, -0.10], [-2.86, -0.30, -1.23], [-2.75, -0.60, 1.20], [-1.84, -1.03, 2.32], [-0.50, -0.43, 2.15], [0.60, -1.32, 2.54], [-0.39, 0.90, 2.79], [-3.32, -2.82, -0.17], [-1.65, -3.00, 0.41], [-1.98, -2.73, -1.31], [-3.93, -0.53, -1.29], [-2.41, -0.61, -2.17], [-2.76, 0.78, -1.10], [-3.75, -1.03, 1.37], [-2.87, 0.48, 1.20], [-1.74, -2.11, 2.35], [-2.28, -0.71, 3.27], [0.44, -1.67, 3.57], [1.54, -0.80, 2.50], [0.63, -2.19, 1.89], [-0.26, 0.78, 3.87], [-1.28, 1.49, 2.61], [0.49, 1.43, 2.41], [1.19, -2.59, -3.17], [0.85, -2.87, -1.93], [0.42, -2.00, -1.12], [0.97, -4.30, -1.49], [3.04, -4.83, -1.22], [1.13, -1.66, -3.55], [1.52, -3.32, -3.80], [0.55, -4.97, -2.23], [0.48, -4.45, -0.53]]
}

***

{
  "formula": "C14H34IN2O3",
  "method": "ωB97M-V/def2-TZVPD",
  "homo_lumo_gap_ev": 5.6,
  "homo_energy_ev": -3.4,
  "e_above_lowest_kcal_mol": 14.72,
  "total_charge": -1,
  "elements": ["I", "C", "C", "C", "C", "C", "C", "N", "O", "C", "C", "C", "H", "H", "H", "H", "H", "H", "H", "H", "H", "H", "H", "H", "H", "H", "H", "H", "H", "H", "H", "C", "C", "C", "O", "C", "N", "H", "H", "H", "H", "H", "H", "H", "H", "H", "H", "H", "C", "O", "H", "H", "H", "H"],
  "positions_angstrom": [[-5.86, -25.19, 4.88], [-13.35, -27.96, 3.50], [-13.86, -28.86, 2.34], [-15.27, -28.19, 2.02], [-15.95, -28.70, 0.73], [-14.97, -28.64, -0.45], [-13.51, -29.14, -0.19], [-13.03, -28.76, 1.13], [-11.79, -29.21, 1.40], [-13.60, -30.70, -0.35], [-12.60, -28.56, -1.33], [-14.11, -30.25, 2.98], [-13.10, -26.94, 3.18], [-12.37, -28.26, 3.86], [-14.08, -27.87, 4.30], [-15.96, -28.38, 2.84], [-15.27, -27.10, 1.98], [-16.83, -28.07, 0.59], [-16.21, -29.76, 0.77], [-14.89, -27.62, -0.82], [-15.35, -29.26, -1.27], [-13.88, -31.06, -1.34], [-12.75, -31.22, 0.10], [-14.49, -31.07, 0.16], [-12.96, -28.96, -2.28], [-12.72, -27.48, -1.22], [-11.55, -28.84, -1.32], [-14.73, -30.93, 2.38], [-14.46, -30.16, 4.01], [-13.14, -30.73, 3.10], [-11.30, -28.41, 1.60], [-8.32, -29.65, 10.23], [-7.57, -30.93, 9.79], [-8.35, -31.74, 8.77], [-7.91, -33.10, 8.61], [-8.82, -33.90, 7.98], [-6.21, -30.54, 9.28], [-7.72, -29.05, 10.91], [-9.30, -29.92, 10.62], [-8.52, -29.05, 9.34], [-7.40, -31.55, 10.67], [-8.32, -31.29, 7.77], [-9.41, -31.74, 9.04], [-8.42, -34.89, 7.76], [-9.22, -33.54, 7.04], [-9.73, -33.98, 8.58], [-6.38, -29.86, 8.55], [-5.86, -29.92, 10.00], [-4.52, -28.05, -1.80], [-3.92, -28.34, -0.58], [-3.79, -27.57, -2.44], [-4.93, -28.96, -2.25], [-5.26, -27.30, -1.52], [-4.14, -27.68, 0.08]]
}

***

{
  "formula": "C14H17BNO12S2",
  "method": "ωB97M-V/def2-TZVPD",
  "homo_lumo_gap_ev": 9.4,
  "homo_energy_ev": -7.3,
  "e_above_lowest_kcal_mol": 57.82,
  "total_charge": -1,
  "elements": ["C", "C", "C", "C", "C", "S", "C", "C", "O", "S", "O", "O", "O", "C", "C", "C", "N", "H", "H", "H", "H", "H", "H", "H", "H", "H", "H", "H", "H", "H", "H", "H", "H", "H", "B", "O", "C", "O", "C", "O", "O", "O", "C", "O", "C", "O", "O"],
  "positions_angstrom": [[0.23, -0.02, -2.10], [-0.50, -0.57, -1.01], [-0.23, -2.04, -0.47], [0.71, -2.12, 0.82], [-0.17, -2.35, 2.15], [-0.11, -0.96, 3.36], [0.62, -1.52, 4.97], [2.23, -1.62, 4.92], [1.30, -3.48, 0.65], [2.98, -3.41, 0.59], [3.68, -3.68, 1.89], [3.58, -4.39, -0.36], [3.03, -1.82, 0.03], [2.02, -1.22, 0.90], [1.91, 0.37, 0.99], [2.67, 1.17, -0.15], [3.89, 0.94, -0.55], [1.26, -0.47, -2.32], [-0.23, 0.79, -2.73], [-1.26, 0.07, -0.47], [-1.26, -2.49, -0.25], [0.18, -2.64, -1.35], [0.21, -3.29, 2.69], [-1.26, -2.57, 1.90], [0.36, -0.76, 5.78], [0.23, -2.54, 5.27], [2.55, -2.28, 4.05], [2.72, -0.59, 4.88], [2.55, -2.13, 5.89], [2.42, -1.48, 1.95], [2.32, 0.71, 2.00], [0.82, 0.70, 0.99], [2.11, 2.02, -0.67], [4.13, 1.60, -1.30], [-3.51, 3.23, -3.30], [-3.53, 2.94, -1.85], [-2.27, 3.00, -1.43], [-1.93, 2.81, -0.28], [-1.38, 3.33, -2.55], [-0.18, 3.47, -2.50], [-2.10, 3.47, -3.66], [-4.07, 2.11, -4.07], [-5.12, 2.58, -4.75], [-5.81, 1.92, -5.49], [-5.29, 4.02, -4.46], [-6.14, 4.74, -4.92], [-4.34, 4.41, -3.61]]
}

***

{
  "formula": "C3H7N3",
  "method": "ωB97M-V/def2-TZVPD",
  "homo_lumo_gap_ev": [8.7, 6.3],
  "homo_energy_ev": [-8.7, -7.1],
  "e_above_lowest_kcal_mol": 104.81,
  "total_charge": 0,
  "elements": ["N", "C", "C", "N", "C", "N", "H", "H", "H", "H", "H", "H", "H"],
  "positions_angstrom": [[1.42, -1.11, -0.85], [0.30, -1.16, 0.08], [0.21, 0.15, 0.78], [-0.79, 1.61, -0.30], [-1.04, 0.85, 0.99], [-1.90, 0.80, 1.84], [1.55, -2.00, -1.30], [1.21, -0.43, -1.57], [0.52, -1.93, 0.84], [-0.68, -1.41, -0.36], [1.13, 0.52, 1.22], [-1.36, 1.40, -1.12], [-0.62, 2.61, -0.24]]
}

***

{
  "formula": "C18H22Br36N2O3S",
  "method": "ωB97M-V/def2-TZVPD",
  "homo_lumo_gap_ev": 7.7,
  "homo_energy_ev": -9.4,
  "total_charge": 0,
  "elements": ["N", "C", "C", "C", "C", "O", "C", "O", "O", "N", "C", "S", "H", "H", "H", "H", "H", "H", "H", "H", "H", "H", "C", "Br", "Br", "Br", "H", "C", "Br", "Br", "Br", "H", "C", "Br", "Br", "Br", "H", "C", "Br", "Br", "Br", "H", "C", "Br", "Br", "Br", "H", "C", "Br", "Br", "Br", "H", "C", "Br", "Br", "Br", "H", "C", "Br", "Br", "Br", "H", "C", "Br", "Br", "Br", "H", "C", "Br", "Br", "Br", "H", "C", "Br", "Br", "Br", "H", "C", "Br", "Br", "Br", "H"],
  "positions_angstrom": [[2.17, 5.92, 0.76], [1.95, 4.54, 0.25], [0.45, 4.31, -0.09], [0.07, 2.86, -0.52], [1.08, 2.21, -1.50], [1.03, 0.70, -1.33], [2.05, 0.40, -0.35], [1.98, 0.64, 0.79], [3.26, -0.20, -0.75], [4.31, 0.66, -0.32], [4.79, 1.20, -1.31], [5.02, 2.02, -2.64], [2.72, 5.86, 1.62], [2.75, 6.42, 0.11], [2.39, 3.79, 0.95], [2.52, 4.48, -0.71], [-0.13, 4.55, 0.84], [0.13, 5.10, -0.84], [-0.90, 2.94, -1.07], [-0.14, 2.24, 0.37], [2.14, 2.49, -1.31], [0.84, 2.38, -2.57], [-3.74, 4.44, -2.44], [-3.41, 2.54, -2.50], [-5.51, 4.84, -1.77], [-2.37, 5.38, -1.44], [-3.69, 4.81, -3.45], [-1.19, -1.64, 1.03], [-0.20, -0.28, 0.01], [-0.60, -1.77, 2.87], [-3.11, -1.37, 0.93], [-0.98, -2.59, 0.56], [2.86, -2.54, -3.68], [4.65, -3.11, -4.13], [2.43, -0.83, -4.47], [1.54, -3.88, -4.12], [2.83, -2.41, -2.60], [2.52, 9.92, -0.50], [0.80, 9.24, 0.02], [3.38, 8.78, -1.81], [2.42, 11.75, -1.11], [3.15, 9.91, 0.38], [-2.15, -5.73, -3.88], [-2.29, -4.56, -2.35], [-1.04, -7.27, -3.50], [-3.88, -6.24, -4.56], [-1.65, -5.17, -4.66], [-6.16, -3.56, 2.63], [-4.94, -2.75, 3.89], [-7.68, -2.43, 2.26], [-5.26, -4.10, 1.01], [-6.54, -4.46, 3.10], [1.00, -2.92, -7.97], [-0.69, -3.75, -7.54], [1.94, -3.88, -9.36], [0.79, -1.05, -8.39], [1.62, -2.97, -7.07], [0.76, 2.08, 4.21], [1.15, 3.96, 4.08], [0.68, 1.49, 6.06], [-0.84, 1.61, 3.23], [1.58, 1.54, 3.75], [-0.77, -11.27, -5.53], [0.46, -10.45, -4.28], [-2.29, -10.14, -5.90], [0.13, -11.82, -7.16], [-1.15, -12.17, -5.06], [-2.82, -6.00, 5.57], [-1.84, -4.64, 4.60], [-2.23, -6.15, 7.40], [-4.73, -5.72, 5.46], [-2.61, -6.94, 5.09], [-2.20, 4.30, 7.47], [-3.09, 3.13, 6.21], [-1.87, 6.04, 6.70], [-3.17, 4.42, 9.14], [-1.24, 3.85, 7.69], [4.25, -0.66, 5.04], [4.62, 1.23, 4.87], [4.16, -1.21, 6.89], [2.66, -1.17, 4.07], [5.08, -1.19, 4.60]]
}

***

{
  "formula": "C9H14HfN2P",
  "method": "ωB97M-V/def2-TZVPD",
  "homo_lumo_gap_ev": 5.7,
  "homo_energy_ev": -9.9,
  "total_charge": 1,
  "elements": ["C", "C", "C", "C", "C", "Hf", "P", "H", "H", "H", "H", "H", "H", "H", "H", "C", "C", "N", "C", "C", "N", "H", "H", "H", "H", "H", "H"],
  "positions_angstrom": [[-1.03, -1.16, 0.79], [-1.95, -1.92, 0.06], [-2.68, -1.49, -1.08], [-2.59, -0.25, -1.76], [-1.62, 0.73, -1.56], [0.10, -0.03, -0.56], [1.96, -0.71, 1.44], [-0.76, -1.44, 1.82], [-2.20, -2.94, 0.40], [-3.51, -2.15, -1.39], [-1.84, 1.71, -2.03], [-3.38, -0.06, -2.51], [3.35, -0.89, 1.08], [1.84, -1.94, 2.18], [2.21, 0.12, 2.58], [2.69, 2.22, -0.58], [1.41, 2.68, 0.00], [0.29, 1.97, 0.25], [-0.68, 2.90, 0.71], [-0.15, 4.14, 0.67], [1.17, 3.97, 0.24], [2.89, 2.78, -1.51], [3.50, 2.42, 0.15], [2.72, 1.14, -0.82], [-1.68, 2.54, 0.95], [-0.56, 5.11, 0.89], [1.88, 4.68, 0.10]]
}

***

{
  "formula": "C18H33FN6O7SW",
  "method": "ωB97M-V/def2-TZVPD",
  "homo_lumo_gap_ev": [7.6, 7.6],
  "homo_energy_ev": [-14.0, -14.0],
  "e_above_lowest_kcal_mol": 11.48,
  "total_charge": 2,
  "elements": ["W", "C", "N", "C", "C", "C", "N", "C", "C", "H", "H", "H", "H", "H", "H", "H", "H", "H", "H", "H", "H", "H", "H", "H", "H", "C", "C", "N", "O", "C", "C", "N", "O", "H", "H", "H", "H", "H", "H", "H", "F", "C", "C", "N", "C", "C", "O", "O", "C", "O", "N", "C", "O", "H", "H", "H", "H", "C", "S", "C", "O", "H", "H", "H", "H", "H", "H"],
  "positions_angstrom": [[0.23, 0.38, 0.31], [0.54, -0.05, 3.53], [1.46, 0.01, 2.36], [2.27, -1.23, 2.39], [2.42, 1.11, 2.59], [1.74, 2.43, 2.35], [1.26, 2.47, 0.95], [0.43, 3.70, 0.84], [2.44, 2.71, 0.07], [1.12, -0.04, 4.45], [-0.04, -0.96, 3.50], [-0.14, 0.80, 3.53], [2.82, -1.28, 3.33], [2.98, -1.22, 1.57], [1.64, -2.11, 2.31], [3.26, 0.98, 1.91], [2.81, 1.05, 3.61], [2.43, 3.26, 2.53], [0.88, 2.56, 3.01], [1.06, 4.57, 1.05], [-0.38, 3.67, 1.55], [0.03, 3.79, -0.17], [2.96, 3.61, 0.40], [2.10, 2.88, -0.95], [3.13, 1.87, 0.08], [-3.86, 0.40, 2.10], [-2.50, 0.09, 1.57], [-1.66, 0.97, 1.06], [-2.11, 2.28, 1.12], [-1.95, -1.24, 1.53], [-2.63, -2.53, 1.81], [-0.71, -1.08, 1.17], [0.29, -1.65, 0.54], [-4.21, 1.36, 1.76], [-3.84, 0.41, 3.19], [-4.56, -0.38, 1.80], [-2.31, 2.54, 0.21], [-2.86, -2.63, 2.87], [-2.00, -3.37, 1.51], [-3.58, -2.59, 1.26], [1.36, -3.52, -4.72], [1.59, -2.66, -3.75], [1.26, -1.37, -3.88], [1.47, -0.46, -2.84], [1.23, 0.97, -3.08], [-0.04, 1.56, -2.45], [-0.92, 1.99, -3.13], [-0.02, 1.70, -1.12], [1.98, -0.87, -1.67], [2.09, -0.08, -0.69], [2.38, -2.15, -1.57], [2.19, -3.18, -2.52], [2.50, -4.31, -2.28], [0.83, -0.99, -4.79], [1.14, 1.11, -4.16], [2.09, 1.53, -2.73], [2.74, -2.45, -0.67], [-2.35, -2.72, -2.01], [-2.42, -1.00, -1.55], [-2.95, -0.32, -3.11], [-0.93, -0.61, -1.41], [-3.37, -3.08, -2.15], [-1.88, -3.26, -1.19], [-1.77, -2.82, -2.92], [-3.96, -0.67, -3.28], [-2.28, -0.65, -3.90], [-2.93, 0.77, -3.04]]
}

***

Which formula does entry 4 have? C16H31IN4O2Rh

***

Number 1 is which compound? C36H58Cl9N6O4